Entry 1:
A gas-phase ion, C2H9N2 (charge +1) at a distorted geometry. Source: the Open Molecules 2025 dataset; level of theory: ωB97M-V/def2-TZVPD.

XYZ file:
```
13
C2H9N2, DFT ωB97M-V/def2-TZVPD
N 0.391 -0.191 -1.679
N -0.534 0.245 1.980
C -0.542 0.056 -0.513
C 0.268 0.195 0.753
H 0.807 1.128 0.554
H 0.746 -1.189 -1.689
H -1.077 -0.578 2.148
H -0.013 0.346 2.825
H -0.168 0.006 -2.509
H 0.992 -0.622 0.819
H -0.894 1.023 -0.661
H -1.263 -0.732 -0.384
H 1.288 0.312 -1.645
```

Net charge: +1
SMILES: NCC[NH3+]
HOMO-LUMO gap: 9.5 eV
E: -5192.8656 eV
Max |F|: 0.0423 Eh/bohr

Here are the natural (NBO) charges for atoms 1 to 8, given in e: N -0.681; N -0.824; C -0.222; C -0.225; H 0.196; H 0.451; H 0.368; H 0.389

Entry 2:
2 unconnected molecules or ions with the total composition C2H9N2O at a distorted geometry. Source: the Open Molecules 2025 dataset; level of theory: ωB97M-V/def2-TZVPD.

XYZ file:
```
14
C2H9N2O, DFT ωB97M-V/def2-TZVPD
O -1.215 -0.782 -0.355
N 0.343 0.586 1.324
N 1.834 0.479 -0.751
C -2.476 -0.812 -0.825
C 1.773 0.538 0.672
H 2.328 -0.282 1.137
H -2.979 -1.799 -0.933
H -3.228 -0.203 -0.235
H 0.544 -0.049 2.090
H 2.093 1.498 1.089
H -0.296 0.309 0.498
H 1.356 1.300 -1.109
H -2.509 -0.378 -1.880
H 1.280 -0.327 -1.036
```

Net charge: -2
Multiplicity: 2
HOMO-LUMO gap (spin up / spin down): 2.1 / 6.7 eV
E: -7241.5728 eV
Max |F|: 0.0582 Eh/bohr

Here are the natural (NBO) charges for atoms 1 to 8, given in e: O -0.962; N -0.994; N -0.885; C -0.197; C -0.765; H 0.076; H 0.063; H 0.065

Entry 3:
2 unconnected molecules or ions with the total composition C2H9N2O at a distorted geometry. Source: the Open Molecules 2025 dataset; level of theory: ωB97M-V/def2-TZVPD.

XYZ file:
```
14
C2H9N2O, DFT ωB97M-V/def2-TZVPD
O -0.616 1.018 -0.668
N 0.970 -0.963 0.668
N -2.581 0.572 -1.710
C 2.194 -0.441 1.393
C -1.713 1.371 -1.088
H -3.559 0.787 -1.809
H 1.897 -0.373 2.433
H 0.496 -1.667 1.222
H 3.013 -1.138 1.285
H 1.343 -1.458 -0.156
H 2.488 0.525 1.002
H -2.053 2.391 -0.872
H 0.448 -0.232 0.161
H -2.327 -0.391 -1.862
```

Net charge: +1
HOMO-LUMO gap: 11.0 eV
E: -7241.6318 eV
Max |F|: 0.0574 Eh/bohr

Here are the natural (NBO) charges for atoms 1 to 8, given in e: O -0.713; N -0.696; N -0.778; C -0.417; C 0.556; H 0.419; H 0.233; H 0.442

Entry 4:
2 unconnected molecules or ions with the total composition C2H9N2O at a distorted geometry. Source: the Open Molecules 2025 dataset; level of theory: ωB97M-V/def2-TZVPD.

XYZ file:
```
14
C2H9N2O, DFT ωB97M-V/def2-TZVPD
O 0.128 0.282 2.279
N 0.632 1.440 -0.316
N -1.074 -1.723 -1.043
C -0.030 0.352 -1.092
C -0.094 -0.894 -0.566
H 1.643 1.299 -0.283
H 0.914 0.085 2.787
H 0.529 2.347 -0.757
H -1.321 -1.802 -2.019
H -1.075 -2.653 -0.644
H 0.268 1.485 0.645
H -0.644 0.746 -1.879
H 0.770 -1.135 0.041
H -0.645 0.169 2.848
```

Net charge: +1
HOMO-LUMO gap: 9.6 eV
E: -7240.3337 eV
Max |F|: 0.0637 Eh/bohr

Here are the natural (NBO) charges for atoms 1 to 8, given in e: O -0.985; N -0.688; N -0.786; C -0.212; C 0.067; H 0.432; H 0.496; H 0.442

Entry 5:
2 unconnected molecules or ions with the total composition C2H9N2O at a distorted geometry. Source: the Open Molecules 2025 dataset; level of theory: ωB97M-V/def2-TZVPD.

XYZ file:
```
14
C2H9N2O, DFT ωB97M-V/def2-TZVPD
O 0.724 -1.187 0.272
N -0.568 1.327 -0.267
N -0.417 -2.802 0.898
C 0.828 -2.248 0.889
C 0.361 2.311 -0.963
H -0.138 0.342 0.003
H -1.418 1.266 -0.957
H 1.649 -2.781 1.308
H 0.137 3.335 -0.689
H -1.100 1.864 0.567
H -0.720 -3.608 1.455
H 1.429 2.227 -0.615
H -1.135 -2.449 0.266
H 0.370 2.401 -2.167
```

Net charge: +1
HOMO-LUMO gap: 10.4 eV
E: -7240.1925 eV
Max |F|: 0.1130 Eh/bohr

Here are the natural (NBO) charges for atoms 1 to 8, given in e: O -0.709; N -0.754; N -0.790; C 0.553; C -0.467; H 0.516; H 0.448; H 0.185

Entry 6:
2 unconnected molecules or ions with the total composition C2H9N2O at a distorted geometry. Source: the Open Molecules 2025 dataset; level of theory: ωB97M-V/def2-TZVPD.

XYZ file:
```
14
C2H9N2O, DFT ωB97M-V/def2-TZVPD
O -1.915 -1.354 -3.644
N -0.025 1.673 1.347
N 0.225 -1.204 1.343
C 1.097 -0.387 0.697
C 1.177 1.014 0.690
H -0.836 -1.309 -3.530
H 0.393 -2.214 1.570
H 1.979 -0.968 0.308
H -0.444 2.324 0.678
H -0.777 -1.065 1.266
H -2.052 -1.654 -4.538
H -0.745 1.067 1.663
H 1.593 1.778 0.060
H 0.331 2.299 2.091
```

Net charge: +2
Multiplicity: 2
HOMO-LUMO gap (spin up / spin down): 6.4 / 2.7 eV
E: -7225.6803 eV
Max |F|: 0.0898 Eh/bohr

Here are the natural (NBO) charges for atoms 1 to 8, given in e: O -0.942; N -0.722; N -0.522; C 0.089; C 0.180; H 0.452; H 0.494; H 0.312

Entry 7:
A single C2H9N2OPS molecule at a distorted geometry. Source: the Open Molecules 2025 dataset; level of theory: ωB97M-V/def2-TZVPD.

XYZ file:
```
16
C2H9N2OPS, DFT ωB97M-V/def2-TZVPD
S -1.146 1.607 1.774
P 0.312 -1.102 0.628
O 1.527 -0.621 1.555
N 1.237 -2.035 -0.489
N -0.102 0.320 -0.351
C -0.137 1.642 0.255
C -1.101 -0.155 -1.285
H 0.794 1.908 0.762
H 1.773 0.295 1.479
H 2.032 -1.469 -0.812
H -1.402 0.418 -2.208
H -0.486 -1.003 -1.489
H -2.334 1.247 1.253
H -0.631 2.382 -0.382
H 1.557 -2.713 0.204
H -1.891 -0.721 -0.894
```

Net charge: 0
SMILES: CN(CS)P(N)O
HOMO-LUMO gap: 8.9 eV
E: -27370.9116 eV
Max |F|: 0.0513 Eh/bohr

Here are the natural (NBO) charges for atoms 1 to 8, given in e: S -0.100; P 1.381; O -1.009; N -1.155; N -0.770; C -0.314; C -0.466; H 0.197

Entry 8:
A molecular structure, C2H9N2P at a distorted geometry. Source: the Open Molecules 2025 dataset; level of theory: ωB97M-V/def2-TZVPD.

XYZ file:
```
14
C2H9N2P, DFT ωB97M-V/def2-TZVPD
P -0.141 0.603 -0.272
N 0.404 -0.509 1.587
N -0.601 0.770 -1.855
C 0.069 -0.048 -2.883
C -0.708 -0.203 2.533
H -0.856 1.499 0.503
H -0.237 -1.104 -2.865
H 1.145 -0.020 -2.874
H -0.302 0.419 -3.722
H 0.716 -1.491 1.486
H -1.571 0.246 1.992
H -0.897 -1.080 3.178
H -0.450 0.593 3.197
H 1.148 1.272 -0.228
```

Net charge: 0
HOMO-LUMO gap: 7.9 eV
E: -14484.8791 eV
Max |F|: 0.0731 Eh/bohr

Here are the natural (NBO) charges for atoms 1 to 8, given in e: P 1.154; N -0.837; N -0.853; C -0.435; C -0.439; H -0.032; H 0.193; H 0.168